{
  "formula": "C9H56NO20",
  "method": "ωB97M-V/def2-TZVPD",
  "species": ["C", "C", "C", "C", "C", "C", "N", "O", "C", "C", "C", "H", "H", "H", "H", "H", "H", "H", "H", "H", "H", "H", "H", "H", "H", "H", "H", "H", "H", "O", "H", "H", "O", "H", "H", "O", "H", "H", "O", "H", "H", "O", "H", "H", "O", "H", "H", "O", "H", "H", "O", "H", "H", "O", "H", "H", "O", "H", "H", "O", "H", "H", "O", "H", "H", "O", "H", "H", "O", "H", "H", "O", "H", "H", "O", "H", "H", "O", "H", "H", "O", "H", "H", "O", "H", "H"],
  "xyz": [[-1.735, -2.165, -0.213], [-0.473, -1.398, 0.182], [0.752, -1.661, -0.832], [0.558, -0.829, -2.127], [0.463, 0.654, -1.782], [-0.717, 0.954, -0.899], [-0.622, 0.048, 0.287], [-1.615, 0.360, 1.350], [-2.095, 0.755, -1.622], [-0.752, 2.383, -0.392], [-0.031, -1.909, 1.515], [-1.776, -2.210, -1.318], [-2.621, -1.612, 0.089], [-1.883, -3.129, 0.223], [0.844, -2.737, -1.008], [1.669, -1.293, -0.309], [-0.322, -1.124, -2.658], [1.311, -1.066, -2.896], [0.332, 1.201, -2.677], [1.403, 1.003, -1.294], [-2.319, 1.606, -2.291], [-2.839, 0.678, -0.796], [-2.191, -0.193, -2.177], [-1.735, 2.533, 0.050], [-0.448, 3.066, -1.209], [-0.009, 2.578, 0.382], [-0.676, -1.635, 2.326], [0.946, -1.460, 1.690], [0.116, -2.980, 1.315], [-2.717, 2.972, 2.371], [-2.156, 2.206, 2.225], [-3.584, 2.560, 2.316], [-0.732, 0.691, 3.945], [0.180, 1.033, 3.837], [-0.980, 0.573, 2.999], [2.170, -3.462, 3.294], [3.074, -3.215, 3.090], [1.946, -2.750, 3.926], [-4.910, 0.652, -3.018], [-4.556, 0.992, -2.173], [-5.275, 1.421, -3.466], [4.490, -1.471, -1.705], [3.718, -1.992, -1.515], [4.424, -1.309, -2.664], [3.513, 1.027, 0.245], [4.148, 1.772, 0.277], [4.072, 0.232, 0.293], [0.758, -5.690, 1.618], [1.191, -4.933, 2.028], [-0.204, -5.565, 1.878], [1.742, -1.043, 4.587], [2.200, -0.401, 4.065], [0.838, -0.655, 4.542], [3.755, -0.976, -4.812], [3.256, -0.154, -4.634], [3.051, -1.634, -4.743], [-2.246, -1.479, 4.478], [-1.325, -1.199, 4.665], [-2.648, -0.749, 3.992], [-0.162, 3.157, -4.165], [-0.304, 3.980, -3.675], [0.391, 3.394, -4.905], [-4.131, 0.184, 2.376], [-4.917, 0.150, 1.830], [-3.326, 0.258, 1.751], [1.453, 1.124, 2.212], [0.725, 0.839, 1.651], [2.236, 1.037, 1.679], [-1.546, 5.074, -2.637], [-1.756, 5.992, -2.844], [-2.075, 4.826, -1.839], [-2.009, -4.365, 2.370], [-1.855, -3.428, 2.441], [-2.261, -4.635, 3.265], [1.990, 4.886, -2.893], [1.328, 4.817, -2.219], [2.468, 4.061, -2.899], [2.990, 1.909, -3.564], [3.045, 1.754, -2.606], [2.071, 2.152, -3.714], [1.602, 3.731, 1.745], [1.627, 2.770, 1.990], [1.252, 4.181, 2.544], [0.072, -5.518, -1.208], [0.603, -5.597, -0.399], [-0.234, -4.608, -1.138]],
  "mulliken_charge": [-2.1947, 2.4776, -1.3413, -0.7766, -0.8310, 2.2838, 0.9249, 0.3531, -2.1036, -1.3790, -1.1329, 0.4006, 0.0418, 0.6597, 0.4312, 0.1492, 0.3991, -0.0821, 0.5756, 0.0044, 0.4546, 0.2917, 0.2745, 0.7078, -0.3919, 0.0770, -0.0914, 0.3427, -0.0363, -0.7275, 0.2589, 0.3525, -0.9346, 0.3229, 0.1426, -0.5894, 0.2647, 0.3405, -0.6118, 0.3480, 0.3015, -0.6408, 0.3163, 0.3644, -0.5448, 0.2234, 0.2752, -0.7091, 0.2766, 0.3724, -0.7356, 0.2949, 0.4458, -0.6844, 0.3502, 0.3140, -0.7247, 0.3416, 0.3018, -0.6002, 0.2889, 0.3005, -0.7296, 0.2477, 0.2098, -1.0057, 0.1893, 0.3694, -0.5836, 0.2535, 0.3066, -0.6616, 0.3470, 0.2853, -0.6366, 0.3372, 0.3502, -0.7620, 0.3725, 0.3603, -0.6986, 0.3695, 0.2979, -0.7080, 0.4086, 0.2981],
  "largest_force_ev_per_a": 2.3,
  "lumo_energy_ev": 1.89,
  "total_charge": -1,
  "total_energy_ha": -1936.12728,
  "homo_ha": -0.170,
  "e_above_lowest_ev": 0.0000
}

{
  "formula": "C3H5FO",
  "method": "ωB97M-V/def2-TZVPD",
  "species": ["C", "C", "C", "H", "H", "H", "H", "H", "O", "F"],
  "xyz": [[1.326, 0.408, 0.116], [-0.025, 0.947, -0.144], [-0.999, -0.079, 0.336], [1.566, 0.548, 1.176], [2.105, 0.836, -0.537], [-0.106, 1.919, 0.378], [-0.041, 1.103, -1.239], [-0.522, -0.605, 1.141], [-2.059, -0.320, -0.169], [1.295, -0.989, -0.157]],
  "mulliken_charge": [-0.3951, -0.3466, 0.0850, 0.2765, 0.3045, 0.2931, 0.2297, 0.3241, -0.4713, -0.2999],
  "largest_force_ev_per_a": 2.0,
  "smiles": "O=CCCF",
  "lumo_energy_ev": 0.94,
  "total_energy_ha": -292.38030,
  "homo_ha": -0.369,
  "e_above_lowest_ev": 0.4357
}

{
  "formula": "C11H12NO",
  "method": "ωB97M-V/def2-TZVPD",
  "species": ["C", "C", "C", "C", "C", "C", "C", "C", "C", "C", "C", "N", "O", "H", "H", "H", "H", "H", "H", "H", "H", "H", "H", "H", "H"],
  "xyz": [[-0.762, -1.404, -1.235], [-0.160, -0.735, -2.025], [1.621, 0.523, -1.091], [0.805, 1.561, -0.588], [-1.550, -2.183, -0.272], [1.799, 0.025, 0.367], [0.068, 1.724, -1.868], [-0.982, -1.601, 1.099], [0.299, 1.491, 1.988], [0.707, 0.407, -2.369], [-0.997, -0.178, 1.270], [0.779, 0.968, 0.663], [-0.456, 0.315, 2.417], [-2.632, -1.995, -0.335], [-1.311, -3.248, -0.291], [1.605, -1.032, 0.540], [2.923, 0.385, 0.659], [-1.021, 1.809, -1.824], [0.449, 2.587, -2.428], [-1.478, -2.135, 1.995], [0.115, -1.933, 1.248], [1.067, 1.669, 2.806], [-0.449, 2.220, 1.803], [1.224, 0.285, -3.309], [-1.663, 0.477, 0.779]],
  "mulliken_charge": [-0.2384, 0.1569, -0.4519, 0.2239, -0.5998, -0.2995, -0.9218, -0.5412, -0.3658, 0.0899, -0.1295, 0.2876, -0.3531, 0.3309, 0.3235, 0.1425, 0.3228, 0.3411, 0.2690, 0.3813, 0.2719, 0.2839, 0.3929, 0.5599, 0.5230],
  "largest_force_ev_per_a": 4.5,
  "lumo_energy_ev": [-5.34, -5.34],
  "total_charge": 1,
  "total_energy_ha": -555.76964,
  "homo_ha": [-0.450, -0.450],
  "e_above_lowest_ev": 10.0126
}

{
  "formula": "C20H48O14S3",
  "method": "ωB97M-V/def2-TZVPD",
  "species": ["C", "C", "C", "S", "O", "O", "C", "H", "H", "H", "H", "H", "H", "H", "H", "C", "C", "C", "S", "O", "O", "C", "H", "H", "H", "H", "H", "H", "H", "H", "C", "C", "C", "S", "O", "O", "C", "H", "H", "H", "H", "H", "H", "H", "H", "C", "C", "O", "O", "H", "H", "H", "H", "H", "H", "C", "C", "O", "O", "H", "H", "H", "H", "H", "H", "C", "C", "O", "O", "H", "H", "H", "H", "H", "H", "C", "C", "O", "O", "H", "H", "H", "H", "H", "H"],
  "xyz": [[1.274, -0.263, 0.038], [0.559, -0.490, 1.359], [-0.484, 0.590, 1.670], [-1.166, 0.987, -0.073], [-0.908, 2.410, -0.351], [-2.443, 0.378, -0.368], [0.097, -0.087, -0.975], [1.887, -1.105, -0.284], [1.930, 0.607, 0.060], [1.247, -0.670, 2.184], [0.110, -1.466, 1.176], [0.009, 1.440, 2.142], [-1.275, 0.394, 2.394], [0.118, 0.232, -2.017], [-0.329, -1.068, -1.180], [4.760, 1.013, 4.204], [5.337, 1.358, 2.798], [4.803, 0.409, 1.786], [4.801, -1.228, 2.645], [6.125, -1.838, 2.447], [3.684, -2.063, 2.375], [4.703, -0.571, 4.380], [3.762, 1.446, 4.139], [5.387, 1.424, 4.995], [6.405, 1.172, 2.907], [5.147, 2.380, 2.471], [5.316, 0.383, 0.825], [3.769, 0.701, 1.602], [5.521, -1.041, 4.926], [3.752, -0.829, 4.847], [-3.165, 0.556, -5.445], [-3.794, 1.261, -4.244], [-2.575, 1.820, -3.407], [-1.253, 2.244, -4.641], [0.059, 1.668, -4.282], [-1.363, 3.673, -4.986], [-1.999, 1.325, -6.005], [-3.920, 0.394, -6.215], [-2.764, -0.443, -5.274], [-4.294, 0.509, -3.634], [-4.550, 2.007, -4.486], [-2.178, 0.920, -2.938], [-2.638, 2.786, -2.905], [-1.189, 0.748, -6.451], [-2.355, 1.944, -6.828], [-4.917, 1.529, 2.632], [-4.288, 0.331, 3.254], [-5.314, -0.612, 3.406], [-3.986, 2.630, 2.535], [-5.707, 1.924, 3.270], [-5.426, 1.309, 1.693], [-3.834, 0.484, 4.233], [-3.560, -0.118, 2.578], [-5.066, -1.520, 3.592], [-4.417, 3.262, 1.955], [1.449, 4.165, -1.201], [2.911, 4.309, -0.680], [3.314, 3.336, 0.291], [0.450, 4.587, -0.257], [1.301, 3.147, -1.563], [1.251, 4.758, -2.094], [2.961, 5.318, -0.269], [3.570, 4.416, -1.542], [2.833, 3.511, 1.103], [-0.347, 4.073, -0.407], [-3.101, -3.115, 1.176], [-2.035, -4.272, 1.026], [-0.888, -4.137, 1.834], [-3.706, -3.334, 2.454], [-3.915, -3.143, 0.451], [-2.553, -2.182, 1.312], [-1.786, -4.344, -0.033], [-2.502, -5.242, 1.200], [-1.147, -4.222, 2.754], [-3.061, -3.321, 3.164], [1.822, -3.613, -2.688], [1.679, -4.063, -1.224], [0.357, -3.544, -0.834], [1.301, -4.548, -3.625], [2.880, -3.448, -2.889], [1.446, -2.624, -2.949], [2.470, -3.625, -0.615], [1.578, -5.130, -1.030], [0.266, -3.586, 0.120], [1.798, -5.361, -3.508]],
  "mulliken_charge": [-0.5357, 0.4736, -0.8152, 0.8111, -0.6617, -0.5767, -0.8826, 0.2538, 0.2422, 0.4390, -0.5946, 0.4823, 0.3467, 0.4854, 0.5069, -0.6621, -0.8292, -0.0596, 1.0321, -0.6974, -0.5571, -0.6827, 0.2784, 0.3584, 0.3595, 0.3933, 0.5337, -0.2326, 0.4242, 0.3221, -0.6721, -0.7113, -0.1747, 1.1626, -0.6299, -0.6900, -0.7186, 0.3928, 0.2723, 0.3235, 0.3357, -0.2306, 0.5676, 0.3896, 0.3380, -0.4983, 0.5438, -0.5733, -0.5208, 0.3558, 0.2969, 0.2971, -0.4851, 0.3004, 0.3062, -0.0131, -0.7096, -0.4069, -0.5880, 0.0389, 0.3292, 0.3211, 0.3853, 0.2663, 0.5316, -0.0989, -0.4027, -0.5977, -0.5280, 0.3725, -0.0469, 0.2687, 0.3845, 0.3389, 0.3095, -0.6072, -0.0940, -0.4495, -0.5259, 0.4008, 0.1988, 0.1978, 0.3574, 0.1138, 0.3205],
  "largest_force_ev_per_a": 3.2,
  "smiles": "O=S1(=O)CCCC1.O=S1(=O)CCCC1.O=S1(=O)CCCC1.OCCO.OCCO.OCCO.OCCO",
  "lumo_energy_ev": 0.05,
  "total_energy_ha": -3038.56611,
  "homo_ha": -0.350
}

{
  "formula": "C25H25FN4O3",
  "method": "ωB97M-V/def2-TZVPD",
  "species": ["O", "C", "N", "H", "C", "H", "H", "C", "C", "C", "C", "C", "C", "C", "H", "H", "H", "H", "H", "H", "H", "C", "N", "C", "O", "C", "H", "C", "C", "O", "N", "C", "N", "C", "C", "C", "C", "H", "H", "H", "H", "H", "H", "H", "H", "C", "C", "C", "C", "C", "C", "H", "H", "F", "H", "H", "H", "H"],
  "xyz": [[-2.710, -0.566, 2.859], [-2.731, -1.284, 1.880], [-3.751, -1.369, 1.013], [-3.624, -1.927, 0.175], [-4.930, -0.541, 1.109], [-5.798, -1.171, 1.336], [-4.766, 0.145, 1.943], [-5.186, 0.223, -0.194], [-4.057, 1.153, -0.544], [-3.277, 0.929, -1.671], [-2.256, 1.804, -2.007], [-1.993, 2.904, -1.208], [-2.756, 3.125, -0.073], [-3.784, 2.259, 0.252], [-4.383, 2.445, 1.131], [-2.554, 3.979, 0.556], [-1.194, 3.582, -1.469], [-1.667, 1.630, -2.895], [-3.472, 0.068, -2.294], [-5.333, -0.495, -1.003], [-6.109, 0.797, -0.074], [-1.557, -2.203, 1.508], [-0.776, -1.613, 0.429], [-1.183, -1.800, -0.848], [-2.194, -2.441, -1.102], [-0.305, -1.243, -1.946], [-0.787, -1.505, -2.888], [1.136, -1.769, -1.906], [2.119, -0.666, -1.528], [1.857, 0.511, -1.632], [3.320, -1.149, -1.104], [4.404, -0.444, -0.583], [5.331, -1.239, -0.060], [6.399, -0.683, 0.485], [6.597, 0.685, 0.544], [5.627, 1.509, -0.010], [4.507, 0.946, -0.593], [3.730, 1.547, -1.031], [5.739, 2.583, 0.014], [7.480, 1.095, 1.007], [7.121, -1.378, 0.896], [3.447, -2.150, -1.030], [1.231, -2.608, -1.216], [1.427, -2.123, -2.898], [-0.269, -0.153, -1.870], [0.219, -0.685, 0.837], [1.388, -1.150, 1.429], [2.348, -0.258, 1.868], [2.119, 1.096, 1.704], [0.954, 1.579, 1.136], [-0.003, 0.679, 0.709], [-0.925, 1.034, 0.277], [0.804, 2.641, 1.034], [3.059, 1.968, 2.119], [3.265, -0.598, 2.324], [1.547, -2.212, 1.546], [-0.914, -2.321, 2.381], [-1.931, -3.173, 1.174]],
  "mulliken_charge": [-0.6780, 0.5619, -0.0495, 0.2996, -0.8480, 0.3396, 0.4852, -1.4269, 0.6973, -0.1469, -0.2612, -0.5869, -0.6947, -0.2394, 0.3928, 0.4311, 0.4336, 0.3722, 0.2377, 0.4036, 0.4120, -1.0124, 0.6094, 0.6422, -0.7738, -0.4685, 0.6074, -1.0371, 0.4509, -0.6315, 0.0138, 0.4425, -0.6423, -0.4574, -0.3450, -0.6442, -0.2357, 0.5136, 0.4209, 0.3919, 0.4062, 0.3156, 0.5964, 0.4981, -0.1408, -1.0258, -0.3289, -0.5222, 0.2213, -0.6874, 0.6575, -0.0452, 0.4876, -0.4441, 0.5096, 0.5296, 0.4783, 0.5145],
  "largest_force_ev_per_a": 0.7,
  "smiles": "O=C(CN(C(=O)CCC(=O)Nc1ccccn1)c1ccc(F)cc1)NCCc1ccccc1",
  "lumo_energy_ev": 0.66,
  "total_energy_ha": -1512.36618,
  "homo_ha": -0.325,
  "e_above_lowest_ev": 1.0050
}

{
  "formula": "C5H8O2",
  "method": "ωB97M-V/def2-TZVPD",
  "species": ["C", "C", "O", "C", "C", "O", "C", "H", "H", "H", "H", "H", "H", "H", "H"],
  "xyz": [[1.990, -0.372, 0.516], [0.935, 0.685, 0.313], [0.674, 1.104, -1.030], [-0.332, 0.390, -0.342], [-1.773, 0.840, -0.188], [-2.151, -0.226, -0.967], [-0.992, -0.867, -0.835], [1.912, -0.791, 1.525], [1.870, -1.185, -0.208], [2.994, 0.051, 0.397], [0.932, 1.506, 1.034], [-1.753, -0.349, 1.213], [-2.248, 1.796, -0.390], [-0.766, -1.782, -1.366], [-1.421, -1.076, 1.002]],
  "mulliken_charge": [-1.2979, 0.1161, -0.5177, 0.8150, -0.5683, -0.2842, -0.4644, 0.3083, 0.3348, 0.3471, 0.4196, 0.1271, 0.2746, 0.3769, 0.0130],
  "largest_force_ev_per_a": 0.3,
  "lumo_energy_ev": [0.20, 0.17],
  "total_energy_ha": -345.55039,
  "homo_ha": [-0.294, -0.293],
  "e_above_lowest_ev": 6.9270
}